150
Properties=species:S:1:pos:R:3:forces:R:3 method="wB97M-V/def2-TZVPD" e_above_lowest_kj_mol=72.0 spin_multiplicity=2 gap_ev="6.407 / 6.511" charge=0
Ti -0.22341 -0.37139 0.38669 -1.079 0.785 1.621
C 3.25986 -2.19672 0.91996 -0.020 0.081 -0.008
O 2.31670 -1.12957 0.95976 -0.071 0.110 0.092
C 2.91056 0.11437 1.20024 -0.015 -0.237 -0.032
C 3.28019 0.90195 0.12300 0.056 0.069 0.120
C 2.99589 0.46880 -1.29434 0.006 -0.120 0.017
C 2.17076 1.48631 -2.03635 0.013 0.161 -0.196
C 2.72799 2.14411 -3.11637 -0.070 0.086 -0.006
C 2.05913 3.16641 -3.79250 0.175 -0.105 -0.008
C 0.82183 3.52650 -3.29901 -0.099 0.016 0.078
C 0.20663 2.90060 -2.20594 0.133 0.107 -0.184
C -1.13715 3.50388 -1.81237 -0.122 0.059 -0.097
C -1.57830 3.56064 -0.36048 0.031 0.023 0.117
C -1.56383 4.83952 0.20799 0.131 -0.058 0.031
C -1.87224 5.09267 1.53252 -0.031 0.003 -0.013
C -2.13568 3.98728 2.33259 0.102 0.013 0.032
C -2.15502 2.69575 1.83802 -0.020 0.010 -0.094
C -2.27706 1.52791 2.79830 -0.044 -0.082 0.011
C -1.03584 1.42048 3.65951 0.056 0.131 0.214
C -0.94928 2.15886 4.83182 0.039 -0.123 0.047
C 0.17548 2.14738 5.65466 -0.070 0.014 -0.037
C 1.24012 1.35161 5.25752 -0.024 -0.060 -0.034
C 1.19759 0.57986 4.09962 -0.038 0.125 0.146
C 2.41874 -0.19171 3.66421 0.042 -0.043 0.034
C 3.06422 0.54369 2.51448 -0.019 0.078 -0.114
C 3.67977 1.76742 2.72721 -0.041 0.027 -0.113
C 4.09297 2.58547 1.67570 0.047 -0.021 0.107
C 3.86796 2.13802 0.38164 -0.073 -0.024 -0.022
C 4.74642 3.93290 1.98477 -0.076 -0.029 -0.033
C 6.07932 3.69272 2.70331 -0.002 -0.014 0.020
C 5.01312 4.74212 0.71634 0.011 0.014 -0.019
C 3.81966 4.75314 2.89312 -0.023 0.045 -0.011
C 0.05541 0.61964 3.30305 -0.235 -0.184 -0.321
O -0.02524 -0.15778 2.20235 0.333 0.267 -0.048
C 0.18867 2.97601 6.93713 0.018 -0.042 -0.015
C 1.55508 2.94812 7.61944 0.015 0.029 0.041
C -0.85550 2.41843 7.91276 -0.011 -0.011 0.010
C -0.15799 4.43471 6.61576 0.005 0.029 -0.024
C -1.97916 2.50425 0.46288 -0.048 0.009 -0.320
O -2.22244 1.21358 0.02344 0.420 -0.120 0.243
C -2.58220 0.98851 -1.33108 -0.036 -0.131 -0.050
C -1.89782 6.49730 2.13028 0.013 -0.022 -0.016
C -3.29487 6.77975 2.69668 -0.009 0.008 0.013
C -1.57349 7.57249 1.09441 -0.001 0.028 -0.016
C -0.86309 6.58971 3.25785 0.034 0.005 0.013
C 0.87378 1.83345 -1.60083 -0.071 -0.257 0.454
O 0.31669 1.14635 -0.58665 0.441 0.243 -0.789
C 2.73656 3.88532 -4.95685 -0.026 -0.007 0.030
C 3.34678 2.86716 -5.92843 -0.038 -0.007 -0.044
C 1.75374 4.76064 -5.73520 0.019 0.020 0.000
C 3.85669 4.77524 -4.40171 0.002 0.015 -0.016
H 3.98457 -2.08402 1.72934 0.000 -0.037 -0.015
H 2.71233 -3.12824 1.05181 0.006 -0.001 -0.005
H 3.78503 -2.21001 -0.03997 0.035 -0.009 0.015
H 2.50732 -0.50420 -1.26944 -0.020 0.029 -0.033
H 3.93713 0.33667 -1.83412 0.005 -0.002 0.013
H 3.72757 1.85892 -3.42092 0.045 -0.012 -0.020
H 0.28309 4.34515 -3.75887 -0.010 0.020 -0.022
H -1.92407 3.11010 -2.45953 0.057 -0.053 0.052
H -1.04424 4.55046 -2.10885 -0.113 -0.058 -0.029
H -1.27728 5.65696 -0.43904 -0.012 0.033 -0.009
H -2.31723 4.12746 3.39029 -0.001 -0.006 0.056
H -2.45810 0.60153 2.25253 0.039 -0.026 0.059
H -3.12763 1.68777 3.46468 -0.056 0.029 -0.049
H -1.81097 2.74658 5.12350 -0.045 0.037 0.015
H 2.13893 1.30417 5.85808 0.034 0.003 0.008
H 2.15729 -1.20625 3.36670 -0.050 -0.012 0.012
H 3.10925 -0.24928 4.50804 0.023 -0.034 -0.034
H 3.78479 2.11028 3.74916 0.008 0.010 0.051
H 4.11480 2.76501 -0.46461 0.028 -0.009 -0.036
H 6.76181 3.11769 2.07584 0.011 -0.012 -0.026
H 5.93396 3.14152 3.63306 -0.005 -0.008 0.015
H 6.55544 4.64450 2.94511 0.017 0.035 0.012
H 5.69758 4.22420 0.04303 0.027 -0.017 -0.011
H 5.46977 5.69677 0.98132 0.007 0.016 0.016
H 4.09166 4.95185 0.17047 -0.030 0.002 0.001
H 3.68670 4.28425 3.86745 -0.014 -0.036 0.036
H 2.83247 4.86713 2.44224 -0.014 0.002 -0.031
H 4.23803 5.74820 3.05946 0.024 0.004 0.001
H 1.83482 1.94062 7.92823 -0.006 -0.042 0.009
H 1.52805 3.57075 8.51503 -0.003 0.012 0.017
H 2.33914 3.33521 6.96662 0.016 0.027 -0.030
H -0.61589 1.39308 8.19814 0.022 -0.022 -0.013
H -1.84996 2.41513 7.46579 -0.024 0.009 -0.008
H -0.89301 3.02658 8.81876 0.001 0.021 0.034
H 0.49713 4.83441 5.83992 0.047 -0.005 0.005
H -0.05211 5.05255 7.50920 -0.014 0.024 0.031
H -1.18605 4.53374 6.26732 -0.041 0.005 -0.027
H -3.40044 1.65025 -1.62488 0.050 -0.030 -0.001
H -2.91889 -0.04767 -1.36913 0.041 0.118 -0.005
H -1.73386 1.11288 -2.00476 -0.012 0.007 0.021
H -4.04687 6.74941 1.90691 -0.010 -0.005 -0.025
H -3.32252 7.76851 3.15894 -0.001 0.026 0.006
H -3.57680 6.04748 3.45330 0.008 -0.019 0.024
H -2.29105 7.57262 0.27240 -0.024 -0.011 -0.012
H -0.57377 7.44523 0.67625 0.027 -0.014 0.006
H -1.60975 8.55512 1.56716 -0.008 0.015 0.016
H -1.07505 5.88435 4.05970 -0.025 -0.053 0.037
H -0.85826 7.59299 3.68868 -0.004 0.031 0.004
H 0.13818 6.37140 2.88268 0.026 0.004 -0.020
H 2.60184 2.14080 -6.25673 -0.036 0.005 -0.015
H 4.17497 2.31997 -5.48028 0.017 -0.031 0.034
H 3.73384 3.38031 -6.81012 0.030 0.015 -0.020
H 0.89383 4.18664 -6.08228 -0.022 -0.034 -0.021
H 2.25196 5.18328 -6.60852 0.019 0.020 -0.013
H 1.38826 5.59339 -5.13393 -0.017 0.018 0.027
H 4.59158 4.18346 -3.85557 0.030 -0.032 0.022
H 3.45457 5.52326 -3.71743 -0.024 0.020 0.017
H 4.37317 5.29294 -5.21226 0.018 0.022 -0.036
C 1.19023 -4.95449 -3.83832 -0.021 0.026 0.028
C 0.90514 -3.84455 -2.86913 0.018 -0.068 0.003
C 0.82154 -4.09472 -1.49858 -0.062 0.172 -0.081
C 0.50408 -3.06778 -0.63528 0.086 0.022 -0.411
N 0.31664 -1.80857 -1.06161 0.483 -0.381 -0.917
C 0.40668 -1.55264 -2.37754 0.010 -0.309 0.244
C 0.68560 -2.54203 -3.30617 -0.048 0.079 0.291
H 1.92781 -5.64688 -3.43504 0.006 -0.014 0.005
H 1.55336 -4.56923 -4.78882 0.008 0.013 -0.016
H 0.27705 -5.52062 -4.03195 0.000 -0.007 0.001
H 0.97109 -5.08804 -1.09819 0.023 -0.046 -0.048
H 0.39358 -3.24877 0.42567 -0.020 0.047 -0.048
H 0.26003 -0.52326 -2.68647 0.020 -0.014 0.064
H 0.74021 -2.28131 -4.35361 0.008 -0.040 -0.042
C -5.21305 -1.18924 2.55606 -0.078 0.092 -0.060
Si -4.56016 -1.67619 0.86280 0.125 -0.056 0.067
C -5.41758 -3.28763 0.41614 0.046 -0.047 -0.064
C -5.24536 -0.38875 -0.32269 -0.128 -0.045 0.023
As -2.27223 -2.06948 0.66894 -0.254 -0.375 0.060
Si -1.93788 -2.96079 2.80234 0.060 -0.015 -0.273
C -2.14795 -1.87680 4.31908 0.034 -0.133 0.041
C -3.05420 -4.45452 3.05935 -0.031 -0.017 0.007
C -0.17186 -3.62775 2.89609 -0.093 -0.124 0.106
H -6.29698 -1.07529 2.46068 -0.033 0.028 0.064
H -4.80257 -0.24436 2.91130 0.027 0.061 -0.004
H -5.02578 -1.94481 3.31528 0.027 -0.097 0.049
H -6.50138 -3.15431 0.38631 -0.059 -0.005 0.007
H -5.18914 -4.08321 1.12630 0.013 0.021 0.036
H -5.08156 -3.62813 -0.56462 -0.027 0.002 -0.042
H -6.33301 -0.45265 -0.22659 -0.038 0.082 -0.041
H -4.99622 -0.58112 -1.36597 -0.034 -0.051 -0.020
H -4.93969 0.62705 -0.07404 0.001 0.018 0.055
H -3.07664 -1.31568 4.33834 -0.146 0.048 -0.028
H -1.33216 -1.17118 4.44232 0.136 0.070 -0.002
H -2.14154 -2.55197 5.18185 -0.015 0.054 0.051
H -4.08141 -4.16979 3.28852 -0.054 0.042 0.012
H -2.68315 -5.04479 3.90086 0.001 -0.039 0.043
H -3.07824 -5.08987 2.17356 0.043 -0.027 -0.019
H 0.56976 -2.90175 2.56945 0.109 0.165 -0.017
H -0.06212 -4.54360 2.31009 0.009 -0.010 -0.034
H 0.05054 -3.87554 3.93833 0.036 -0.026 -0.008